The following is a DFT calculation (ωB97M-V with the def2-TZVPD basis set) of a cluster of 4 separate species, C38H60F3IN4O9S in total at a distorted geometry.

Output
* SMILES: CCCCOc1c(N)c(S(=O)(=O)C(F)(F)F)c(CCCNCc2ccccc2O)c2nc(CCC(=O)O)c(I)nc12.CCOCC.CCOCC.CCOCC
* HOMO: -8.702 eV
* multiplicity: 1

Atoms and positions in Å:
C (0.667, -2.008, 3.719)
C (1.547, -0.757, 3.602)
C (2.328, -0.686, 2.292)
C (1.413, -0.789, 1.078)
O (1.748, 0.204, 0.074)
C (0.648, 0.881, -0.392)
C (0.433, 2.179, 0.013)
N (1.328, 2.791, 0.923)
C (-0.715, 2.881, -0.486)
S (-0.987, 4.570, -0.023)
O (0.096, 5.135, 0.717)
O (-2.287, 4.722, 0.564)
C (-0.975, 5.540, -1.642)
F (-0.025, 6.444, -1.594)
F (-0.771, 4.755, -2.696)
F (-2.145, 6.143, -1.784)
C (-1.618, 2.248, -1.331)
C (-2.892, 2.850, -1.866)
C (-4.109, 2.106, -1.229)
C (-5.002, 2.992, -0.353)
N (-5.504, 2.272, 0.827)
C (-6.947, 2.278, 0.977)
C (-7.621, 1.110, 0.290)
C (-6.920, 0.111, -0.380)
C (-7.569, -0.968, -0.976)
C (-8.957, -1.065, -0.930)
C (-9.670, -0.067, -0.273)
C (-9.010, 0.993, 0.336)
O (-9.765, 1.961, 0.998)
C (-1.354, 0.914, -1.736)
N (-2.238, 0.306, -2.583)
C (-1.984, -0.915, -2.955)
C (-2.963, -1.563, -3.883)
C (-3.838, -2.701, -3.281)
C (-3.764, -2.878, -1.796)
O (-3.487, -3.921, -1.291)
O (-4.071, -1.796, -1.050)
C (-0.792, -1.560, -2.493)
I (-0.277, -3.486, -3.196)
N (0.062, -1.039, -1.682)
C (-0.229, 0.235, -1.285)
H (-0.391, -1.775, 3.685)
H (0.868, -2.523, 4.653)
H (0.885, -2.727, 2.933)
H (0.940, 0.144, 3.683)
H (2.253, -0.708, 4.425)
H (2.888, 0.247, 2.290)
H (3.070, -1.483, 2.273)
H (0.387, -0.631, 1.406)
H (1.471, -1.774, 0.624)
H (1.832, 2.075, 1.428)
H (2.009, 3.332, 0.404)
H (-2.993, 3.890, -1.601)
H (-2.911, 2.725, -2.940)
H (-4.695, 1.606, -1.992)
H (-3.733, 1.312, -0.593)
H (-4.486, 3.892, -0.034)
H (-5.848, 3.319, -0.957)
H (-5.068, 2.632, 1.660)
H (-7.210, 2.215, 2.030)
H (-7.406, 3.191, 0.588)
H (-5.845, 0.157, -0.437)
H (-6.993, -1.735, -1.470)
H (-9.480, -1.884, -1.395)
H (-10.746, -0.125, -0.229)
H (-10.000, 1.614, 1.862)
H (-3.641, -0.774, -4.189)
H (-2.462, -1.897, -4.786)
H (-3.529, -3.646, -3.704)
H (-4.872, -2.565, -3.586)
H (-3.580, -1.898, -0.224)
C (4.602, -1.049, -4.505)
C (3.832, -1.989, -3.593)
O (3.692, -3.303, -4.102)
C (4.891, -4.009, -4.347)
C (5.749, -4.167, -3.104)
H (4.126, -0.993, -5.485)
H (4.630, -0.048, -4.072)
H (5.632, -1.374, -4.655)
H (2.814, -1.618, -3.467)
H (4.281, -2.011, -2.593)
H (5.462, -3.539, -5.155)
H (4.586, -4.990, -4.710)
H (6.078, -3.203, -2.712)
H (6.638, -4.758, -3.328)
H (5.183, -4.670, -2.322)
C (6.286, 2.956, 2.476)
C (4.965, 2.429, 3.011)
O (4.662, 2.851, 4.325)
C (4.552, 4.250, 4.526)
C (3.476, 4.910, 3.683)
H (7.106, 2.662, 3.132)
H (6.474, 2.555, 1.479)
H (6.293, 4.044, 2.403)
H (5.004, 1.340, 3.057)
H (4.145, 2.685, 2.327)
H (5.522, 4.737, 4.367)
H (4.313, 4.373, 5.582)
H (3.679, 4.817, 2.615)
H (3.408, 5.973, 3.916)
H (2.506, 4.449, 3.875)
C (4.276, -3.502, 0.257)
C (4.673, -3.394, 1.719)
O (3.635, -2.942, 2.571)
C (2.469, -3.746, 2.614)
C (2.712, -5.171, 3.078)
H (3.918, -2.539, -0.114)
H (5.130, -3.813, -0.339)
H (3.479, -4.231, 0.100)
H (5.473, -2.661, 1.822)
H (5.074, -4.347, 2.081)
H (1.964, -3.739, 1.640)
H (1.800, -3.248, 3.316)
H (3.370, -5.717, 2.402)
H (1.767, -5.713, 3.132)
H (3.173, -5.176, 4.067)

---

The following is a DFT calculation (ωB97M-V with the def2-TZVPD basis set) of a structure of composition C38H61BrN3ReS2Si at a distorted geometry.

Output
* HOMO (spin up / spin down): -15.827 / -15.885 eV
* net charge: +3
* ⟨S²⟩: 0.7592
* multiplicity: 2

Atoms and positions in Å:
Re (2.059, 1.241, 0.071)
C (3.308, 2.974, 0.612)
C (3.260, 2.001, 1.682)
C (2.028, 2.205, 2.386)
C (1.336, 3.228, 1.760)
C (2.078, 3.670, 0.646)
H (4.181, 3.218, 0.033)
H (4.123, 1.480, 2.064)
H (1.692, 1.606, 3.219)
H (0.355, 3.585, 2.029)
H (1.761, 4.409, -0.072)
C (1.236, -4.314, 4.199)
C (1.383, -4.581, 2.691)
C (0.127, -5.294, 2.168)
C (2.600, -5.473, 2.453)
C (1.521, -3.232, 2.006)
C (0.448, -2.340, 1.953)
C (0.590, -1.104, 1.370)
N (1.754, -0.695, 0.821)
C (2.803, -1.548, 0.848)
C (2.712, -2.797, 1.430)
C (4.017, -1.036, 0.205)
C (5.179, -1.772, 0.072)
C (6.305, -1.226, -0.534)
C (6.175, 0.086, -0.998)
C (4.991, 0.766, -0.848)
N (3.911, 0.230, -0.246)
C (7.611, -1.983, -0.703)
C (7.924, -2.073, -2.205)
C (8.723, -1.200, 0.012)
C (7.535, -3.392, -0.119)
H (1.130, -5.265, 4.721)
H (0.354, -3.711, 4.418)
H (2.113, -3.805, 4.601)
H (0.064, -6.282, 2.622)
H (0.162, -5.424, 1.085)
H (-0.790, -4.762, 2.425)
H (2.427, -6.442, 2.918)
H (3.506, -5.063, 2.904)
H (2.778, -5.648, 1.390)
H (-0.511, -2.600, 2.378)
H (-0.224, -0.399, 1.327)
H (3.576, -3.441, 1.437)
H (5.211, -2.784, 0.442)
H (6.997, 0.588, -1.488)
H (4.889, 1.768, -1.232)
H (8.060, -1.089, -2.654)
H (7.135, -2.596, -2.747)
H (8.852, -2.628, -2.343)
H (8.846, -0.195, -0.392)
H (9.669, -1.725, -0.120)
H (8.529, -1.121, 1.083)
H (6.789, -4.009, -0.625)
H (7.324, -3.382, 0.952)
H (8.499, -3.882, -0.251)
C (-5.480, -1.063, -0.548)
C (-5.598, 0.032, 0.522)
C (-7.095, 0.190, 0.912)
C (-4.781, -0.415, 1.750)
Si (-5.156, 1.772, -0.013)
Br (-0.464, 1.607, -0.249)
C (-5.157, 3.161, 1.242)
C (-5.180, 2.735, 2.718)
C (-3.924, 4.069, 1.035)
C (-6.456, 3.952, 0.936)
C (-5.025, 2.176, -1.838)
C (-6.495, 2.000, -2.311)
C (-4.562, 3.598, -2.185)
C (-4.112, 1.190, -2.592)
H (-5.858, -1.992, -0.117)
H (-4.446, -1.237, -0.847)
H (-6.073, -0.863, -1.440)
H (-7.451, -0.778, 1.270)
H (-7.725, 0.468, 0.065)
H (-7.257, 0.909, 1.715)
H (-5.047, -1.451, 1.970)
H (-4.992, 0.169, 2.642)
H (-3.705, -0.387, 1.565)
H (-4.258, 2.235, 3.018)
H (-6.024, 2.096, 2.972)
H (-5.272, 3.639, 3.323)
H (-2.984, 3.511, 1.056)
H (-3.895, 4.785, 1.859)
H (-3.965, 4.638, 0.111)
H (-7.355, 3.374, 1.159)
H (-6.520, 4.306, -0.094)
H (-6.472, 4.834, 1.580)
H (-7.178, 2.707, -1.836)
H (-6.880, 0.991, -2.158)
H (-6.528, 2.198, -3.385)
H (-5.172, 4.377, -1.730)
H (-4.646, 3.720, -3.268)
H (-3.519, 3.767, -1.914)
H (-4.465, 0.162, -2.558)
H (-3.084, 1.218, -2.219)
H (-4.095, 1.494, -3.642)
S (2.405, 1.952, -2.169)
C (1.232, 1.434, -3.310)
N (1.110, 2.066, -4.455)
C (0.371, 1.375, -5.519)
C (-0.539, 0.385, -4.798)
S (0.310, -0.010, -3.230)
H (1.644, 2.905, -4.642)
H (1.082, 0.872, -6.176)
H (-0.197, 2.098, -6.099)
H (-0.671, -0.532, -5.366)
H (-1.511, 0.813, -4.562)

---

The following is a DFT calculation (ωB97M-V with the def2-TZVPD basis set) of a structure of composition C38H61LaN2OSSi4 at a distorted geometry.

Output
* HOMO (spin up / spin down): -0.487 / -0.488 eV
* net charge: -2
* multiplicity: 1

Atoms and positions in Å:
La (-0.545, 0.284, 0.686)
C (1.193, -0.287, 2.264)
N (2.378, -0.823, 2.437)
C (2.765, -2.410, 1.976)
C (3.293, -0.100, 3.294)
C (3.437, 1.444, 2.955)
C (3.278, 2.222, 4.027)
C (3.656, 3.536, 4.042)
C (4.227, 4.078, 2.871)
C (4.393, 3.250, 1.764)
C (4.058, 1.909, 1.787)
H (-1.941, 0.622, 3.517)
H (1.567, -4.171, 7.627)
H (0.179, -1.353, 2.612)
H (3.844, -2.258, 2.158)
H (2.671, -2.847, 0.604)
H (2.086, -2.912, 2.476)
H (4.302, -0.407, 3.054)
H (3.232, -0.322, 4.474)
H (2.910, 1.718, 4.835)
H (3.593, 3.968, 4.970)
H (4.305, 5.204, 2.719)
H (4.425, 3.656, 0.731)
C (-5.549, 0.925, 2.924)
Si (-3.831, 0.779, 2.137)
C (-2.986, -0.125, 3.636)
C (-3.262, 2.790, 2.010)
C (-3.459, 0.059, 0.614)
C (-2.989, -1.426, 0.899)
C (-3.864, -2.642, 1.193)
C (-3.423, -3.824, 1.435)
C (-1.872, -4.108, 1.036)
C (-1.374, -2.931, 0.408)
N (-1.971, -1.828, 0.136)
Si (-4.026, 0.325, -1.159)
C (-3.384, -1.107, -2.318)
C (-5.766, 0.973, -1.299)
C (-2.832, 1.419, -2.135)
H (-6.431, 1.124, 2.193)
H (-5.761, 1.727, 3.637)
H (-6.182, -0.075, 3.291)
H (-3.644, 0.462, 4.371)
H (1.811, -4.708, 7.833)
H (-2.970, -1.045, 3.749)
H (-2.261, 2.682, 1.632)
H (-3.067, 2.922, 3.143)
H (-4.038, 3.512, 1.958)
H (-5.006, -2.461, 1.297)
H (-3.416, -4.398, 2.211)
H (-1.721, -5.020, 1.391)
H (0.011, -2.656, 0.160)
H (-3.856, -0.502, -3.111)
H (-4.337, -1.639, -2.241)
H (-2.579, -1.806, -2.317)
H (-6.445, 1.538, -2.001)
H (-10.817, -7.160, -11.042)
H (-6.218, 0.051, -1.270)
H (-1.921, 1.195, -2.815)
H (-2.120, 1.891, -1.409)
H (-3.486, 2.152, -2.474)
C (-4.008, -3.384, -5.004)
C (-3.401, -4.220, -6.138)
O (-4.092, -5.048, -6.653)
S (-1.647, -3.995, -6.542)
C (-1.043, -2.956, -5.114)
C (-0.932, -3.600, -3.870)
C (-0.247, -2.837, -2.909)
C (0.136, -1.524, -2.969)
C (-0.138, -0.932, -4.247)
C (-0.793, -1.629, -5.284)
C (0.802, -0.800, -1.957)
C (1.216, -0.033, -1.055)
H (-5.276, -3.609, -4.869)
H (-4.089, -2.373, -5.289)
H (-3.900, -3.247, -4.046)
H (-1.211, -4.645, -3.806)
H (-0.109, -3.523, -2.096)
H (0.062, 0.059, -4.580)
H (-0.873, -1.145, -6.163)
C (5.411, -0.693, -1.659)
Si (5.813, 0.304, -0.038)
C (7.233, 1.421, -0.396)
C (6.572, -0.960, 1.133)
C (4.157, 1.064, 0.676)
H (6.785, -0.930, -1.898)
H (4.935, -0.135, -2.208)
H (4.859, -1.519, -1.517)
H (8.073, 0.768, -0.551)
H (7.468, 2.150, 0.354)
H (7.223, 2.052, -1.222)
H (7.738, -1.419, 0.865)
H (5.826, -1.881, 1.280)
H (6.703, -0.482, 2.077)
H (3.368, 0.206, 0.657)
H (3.807, 1.394, -0.335)
C (0.897, 4.541, 1.542)
Si (0.029, 3.619, 0.103)
C (1.403, 3.507, -1.189)
C (-1.139, 5.099, -0.511)
H (1.357, 5.398, 1.265)
H (1.671, 4.169, 2.157)
H (0.153, 4.911, 2.432)
H (2.126, 4.318, -1.105)
H (0.997, 3.698, -2.153)
H (1.846, 2.495, -1.312)
H (-0.638, 6.047, -0.809)
H (-1.793, 5.084, 0.537)
H (-1.596, 4.152, -1.165)

---

The following is a DFT calculation (ωB97M-V with the def2-TZVPD basis set) of a cluster of 6 separate species, C38H62ClN2O19PS5 in total at a distorted geometry.

Output
* SMILES: CCOCCOCN1C(=O)c2c(O)c(P(N)O)c(CCC(=O)O)c(CC(=O)Cl)c2C1=O.O=S1(=O)CCCC1.O=S1(=O)CCCC1.O=S1(=O)CCCC1.O=S1(=O)CCCC1.O=S1(=O)CCCC1
* HOMO: -7.617 eV
* multiplicity: 1

Atoms and positions in Å:
C (-3.314, 2.638, -6.306)
C (-2.567, 1.406, -5.745)
O (-3.499, 0.393, -5.381)
C (-3.264, -0.117, -4.082)
C (-3.828, 0.892, -3.055)
O (-3.984, 0.393, -1.737)
C (-2.780, -0.111, -1.209)
N (-2.690, 0.057, 0.230)
C (-1.725, -0.917, 0.705)
O (-1.953, -2.000, 1.165)
C (-0.413, -0.185, 0.388)
C (0.856, -0.635, 0.141)
O (1.058, -1.966, 0.219)
C (1.860, 0.347, -0.186)
P (3.643, -0.079, -0.591)
N (3.936, -1.746, -0.466)
O (3.854, 0.213, -2.231)
C (1.524, 1.714, -0.227)
C (2.514, 2.829, -0.608)
C (3.816, 2.950, 0.278)
C (5.030, 2.894, -0.668)
O (5.930, 2.116, -0.574)
O (5.030, 3.817, -1.732)
C (0.204, 2.166, 0.061)
C (-0.208, 3.632, 0.045)
C (-0.176, 4.137, -1.400)
O (-0.235, 3.473, -2.382)
Cl (0.004, 5.931, -1.574)
C (-0.733, 1.247, 0.359)
C (-2.242, 1.355, 0.668)
O (-2.898, 2.224, 1.164)
H (-3.587, 2.531, -7.360)
H (-4.196, 2.790, -5.667)
H (-2.729, 3.547, -6.223)
H (-1.960, 1.765, -4.899)
H (-1.870, 1.067, -6.519)
H (-2.167, -0.146, -3.937)
H (-3.640, -1.138, -3.958)
H (-4.832, 1.164, -3.410)
H (-3.253, 1.834, -3.085)
H (-1.933, 0.325, -1.773)
H (-2.759, -1.199, -1.405)
H (0.208, -2.409, 0.379)
H (3.273, -2.277, -1.029)
H (3.755, -2.048, 0.487)
H (3.080, 0.689, -2.557)
H (2.819, 2.626, -1.646)
H (2.056, 3.820, -0.632)
H (3.829, 3.851, 0.895)
H (3.916, 2.077, 0.914)
H (4.611, 3.401, -2.493)
H (-1.250, 3.697, 0.383)
H (0.463, 4.212, 0.685)
C (1.808, -7.160, 1.465)
C (2.966, -6.999, 0.472)
C (2.649, -5.785, -0.410)
S (1.621, -4.702, 0.588)
O (0.307, -4.620, -0.012)
O (2.385, -3.538, 0.941)
C (1.538, -5.765, 2.016)
H (2.051, -7.863, 2.261)
H (0.923, -7.533, 0.944)
H (3.893, -6.822, 1.022)
H (3.111, -7.894, -0.131)
H (3.550, -5.251, -0.706)
H (2.078, -6.068, -1.294)
H (0.562, -5.669, 2.487)
H (2.322, -5.456, 2.707)
C (-2.297, 1.282, 6.431)
C (-3.169, 0.285, 5.658)
C (-2.550, 0.107, 4.265)
S (-0.799, 0.436, 4.459)
O (-0.467, 1.623, 3.709)
O (-0.064, -0.795, 4.300)
C (-0.852, 0.837, 6.200)
H (-2.544, 1.298, 7.492)
H (-2.445, 2.289, 6.034)
H (-3.170, -0.673, 6.184)
H (-4.202, 0.620, 5.587)
H (-2.688, -0.904, 3.887)
H (-2.947, 0.828, 3.550)
H (-0.121, 1.612, 6.423)
H (-0.622, -0.070, 6.759)
C (0.650, 5.517, -9.665)
C (1.662, 5.051, -8.611)
C (0.865, 4.575, -7.389)
S (-0.719, 4.009, -8.016)
O (-1.744, 4.885, -7.513)
O (-0.796, 2.577, -7.892)
C (-0.418, 4.429, -9.727)
H (1.119, 5.671, -10.636)
H (0.201, 6.463, -9.353)
H (2.250, 4.223, -9.012)
H (2.357, 5.845, -8.340)
H (1.360, 3.754, -6.876)
H (0.677, 5.389, -6.691)
H (-1.344, 4.758, -10.193)
H (-0.042, 3.536, -10.226)
C (3.548, 1.959, 6.309)
C (3.035, 0.842, 5.391)
C (2.760, 1.466, 4.018)
S (3.876, 2.862, 3.871)
O (3.095, 4.075, 3.824)
O (4.880, 2.562, 2.883)
C (4.599, 2.711, 5.500)
H (3.965, 1.564, 7.235)
H (2.726, 2.632, 6.569)
H (3.800, 0.068, 5.298)
H (2.140, 0.367, 5.791)
H (2.955, 0.766, 3.208)
H (1.742, 1.842, 3.945)
H (4.826, 3.699, 5.895)
H (5.514, 2.127, 5.403)
C (-4.455, -4.649, 3.022)
C (-5.148, -6.009, 2.867)
C (-4.050, -7.075, 2.772)
S (-2.643, -6.426, 3.678)
O (-1.565, -6.196, 2.748)
O (-2.455, -7.189, 4.885)
C (-3.381, -4.850, 4.085)
H (-5.157, -3.866, 3.307)
H (-3.993, -4.359, 2.075)
H (-5.774, -6.201, 3.742)
H (-5.796, -6.034, 1.991)
H (-4.358, -8.017, 3.220)
H (-3.739, -7.239, 1.742)
H (-2.617, -4.074, 4.080)
H (-3.820, -4.938, 5.079)

---

Number 1: DFT total energy -91851.036 eV. Number 2: DFT total energy -146566.571 eV. Number 3: DFT total energy -88598.635 eV. Number 4: DFT total energy -158278.217 eV.